P.
DFT (the ωB97M-V functional and the def2-TZVPD basis) results for 9 unconnected molecules or ions with the total composition C20H58O16.

Each line ends with the Löwdin charge.
Geometry (Å):
C: -3.786 -25.235 -15.610  -0.08
C: -2.610 -25.143 -14.639  -0.45
C: -2.944 -24.094 -13.567  -0.05
O: -2.527 -26.492 -14.063  -0.08
H: -4.706 -25.278 -15.029  0.08
H: -3.760 -25.922 -16.456  0.08
H: -3.843 -24.273 -16.120  0.07
H: -1.684 -24.928 -15.173  0.13
H: -3.771 -24.368 -12.912  0.08
H: -3.059 -23.148 -14.097  0.08
H: -2.081 -24.059 -12.903  0.07
H: -2.274 -27.138 -14.726  0.07
C: -10.955 -24.443 -11.991  -0.06
C: -10.611 -23.295 -11.058  -0.55
C: -11.722 -22.245 -11.122  -0.06
O: -10.520 -23.752 -9.777  -0.03
H: -10.210 -25.234 -11.907  0.08
H: -11.019 -24.109 -13.026  0.08
H: -11.938 -24.805 -11.689  0.08
H: -9.687 -22.819 -11.385  0.14
H: -11.970 -21.968 -12.146  0.07
H: -11.301 -21.324 -10.718  0.07
H: -12.672 -22.444 -10.626  0.08
H: -9.695 -23.512 -9.349  0.10
O: -6.755 -25.217 -3.311  -0.06
C: -5.441 -25.681 -3.175  -0.28
C: -4.664 -25.409 -4.500  -0.18
O: -3.191 -25.333 -4.219  -0.09
H: -7.391 -25.936 -3.286  0.09
H: -4.895 -25.153 -2.393  0.11
H: -5.327 -26.674 -2.741  0.12
H: -4.871 -24.416 -4.899  0.11
H: -5.045 -26.122 -5.232  0.11
H: -2.900 -26.209 -3.953  0.07
O: -5.276 -13.163 -0.167  -0.08
C: -4.435 -12.363 -1.004  -0.23
C: -5.004 -12.632 -2.393  -0.24
O: -6.302 -12.014 -2.560  -0.06
H: -6.014 -13.452 -0.708  0.07
H: -4.293 -11.347 -0.636  0.12
H: -3.427 -12.773 -0.958  0.11
H: -5.060 -13.712 -2.532  0.13
H: -4.207 -12.279 -3.047  0.11
H: -6.275 -11.057 -2.625  0.09
O: 0.075 -17.696 -11.437  -0.07
C: 1.384 -17.869 -10.932  -0.23
C: 2.377 -16.741 -11.497  -0.18
O: 2.712 -17.020 -12.892  -0.10
H: -0.266 -16.808 -11.565  0.08
H: 1.381 -18.044 -9.856  0.10
H: 1.723 -18.850 -11.265  0.11
H: 3.384 -16.713 -11.080  0.11
H: 1.910 -15.759 -11.415  0.11
H: 3.554 -17.480 -12.928  0.07
O: -10.493 -13.671 -8.997  -0.06
C: -10.883 -14.925 -8.504  -0.26
C: -10.583 -15.007 -7.036  -0.30
O: -10.810 -13.823 -6.425  -0.05
H: -11.123 -13.055 -8.618  0.08
H: -11.954 -15.092 -8.620  0.11
H: -10.441 -15.694 -9.137  0.12
H: -9.506 -15.156 -6.956  0.12
H: -11.088 -15.829 -6.529  0.12
H: -10.329 -13.619 -5.620  0.11
O: -6.352 -20.457 -8.002  -0.08
C: -5.356 -19.499 -8.319  -0.24
C: -4.556 -19.072 -7.093  -0.25
O: -5.338 -18.210 -6.308  -0.07
H: -6.657 -20.275 -7.110  0.07
H: -4.743 -20.048 -9.033  0.12
H: -5.876 -18.674 -8.805  0.12
H: -3.703 -18.521 -7.488  0.11
H: -4.293 -19.851 -6.377  0.13
H: -5.224 -18.572 -5.426  0.08
O: -6.347 -11.432 -9.923  -0.06
C: -5.503 -12.059 -8.959  -0.27
C: -5.052 -13.397 -9.316  -0.24
O: -4.235 -13.273 -10.508  -0.08
H: -7.115 -12.005 -9.979  0.08
H: -4.675 -11.370 -8.796  0.13
H: -6.162 -12.144 -8.094  0.12
H: -5.837 -14.140 -9.458  0.12
H: -4.360 -13.758 -8.555  0.12
H: -4.763 -13.103 -11.291  0.08
O: -11.370 -20.876 -4.956  -0.08
C: -11.249 -21.148 -3.513  -0.20
C: -10.044 -20.374 -2.971  -0.27
O: -8.827 -20.782 -3.572  -0.06
H: -10.540 -21.014 -5.417  0.07
H: -12.128 -20.826 -2.956  0.12
H: -11.147 -22.217 -3.323  0.11
H: -10.051 -20.556 -1.896  0.11
H: -10.116 -19.290 -3.059  0.12
H: -8.861 -21.712 -3.336  0.08

Computed properties:
HOMO = -9.92 eV
LUMO = 0.0047 Eh
Frontier orbital gap = 0.3691 Ha
SMILES = CC(C)O.CC(C)O.OCCO.OCCO.OCCO.OCCO.OCCO.OCCO.OCCO

---

Q.
DFT (the ωB97M-V functional and the def2-TZVPD basis) results for a molecular structure, C20H58O16.

Each line ends with the Löwdin charge.
Geometry (Å):
C: 11.127 -37.118 34.014  -0.31
C: 10.527 -37.721 32.656  -0.22
O: 10.306 -39.068 33.021  -0.10
O: 11.664 -35.913 33.805  -0.07
H: 11.709 -37.803 34.417  0.07
H: 10.261 -37.047 34.585  0.08
H: 11.191 -37.760 31.918  0.05
H: 9.660 -36.934 32.327  0.17
H: 11.332 -39.290 33.058  0.15
H: 11.517 -35.251 34.628  0.13
C: 9.890 -33.119 35.880  -0.13
C: 9.546 -33.023 34.355  -0.19
O: 8.445 -32.128 34.208  -0.15
O: 10.855 -34.205 36.090  -0.15
H: 9.096 -33.540 36.538  0.10
H: 10.133 -32.077 36.139  0.11
H: 9.143 -33.955 34.038  0.11
H: 10.490 -32.488 33.884  0.15
H: 8.664 -31.094 34.574  0.17
H: 11.687 -33.783 36.020  0.02
C: 5.831 -35.482 34.947  -0.13
C: 6.019 -34.029 35.609  -0.21
O: 5.862 -33.078 34.565  -0.03
O: 6.071 -36.321 36.059  -0.04
H: 6.500 -35.653 34.216  0.08
H: 4.750 -35.746 34.562  0.17
H: 6.918 -33.923 36.131  0.04
H: 5.204 -33.640 36.328  0.16
H: 6.637 -32.804 34.255  -0.04
H: 6.874 -36.182 36.242  -0.15
C: 10.251 -31.350 39.187  -0.11
C: 11.602 -32.152 39.495  -0.11
O: 11.092 -33.141 40.433  -0.07
O: 10.604 -30.421 38.168  -0.02
H: 9.989 -30.987 39.954  0.02
H: 9.501 -31.882 38.832  0.08
H: 12.376 -31.482 39.712  0.10
H: 12.071 -32.823 38.575  0.10
H: 11.505 -33.896 40.197  -0.08
H: 11.359 -30.004 38.335  0.01
C: 13.466 -31.996 33.836  -0.18
C: 13.347 -31.703 35.293  -0.25
O: 13.478 -32.908 35.962  -0.05
O: 13.462 -30.628 33.241  -0.04
H: 12.645 -32.687 33.483  0.13
H: 14.336 -32.524 33.670  0.09
H: 12.336 -31.279 35.490  0.12
H: 14.288 -31.004 35.670  0.19
H: 13.653 -32.827 36.844  0.04
H: 13.037 -30.538 32.442  0.03
C: 9.221 -36.429 36.907  -0.14
C: 8.024 -35.297 37.120  -0.09
O: 7.587 -35.067 35.791  -0.26
O: 9.720 -36.910 38.138  -0.04
H: 9.944 -35.981 36.311  0.05
H: 8.848 -37.426 36.427  0.17
H: 8.286 -34.517 37.712  0.10
H: 7.073 -35.763 37.513  0.16
H: 7.978 -34.245 35.605  0.04
H: 8.941 -37.361 38.295  0.06
C: 6.372 -29.905 36.471  -0.25
C: 7.564 -29.150 35.912  -0.26
O: 8.719 -29.923 35.980  -0.09
O: 5.298 -29.030 36.598  -0.04
H: 6.472 -30.262 37.601  0.16
H: 6.112 -30.846 35.728  0.16
H: 7.708 -28.162 36.411  0.15
H: 7.422 -28.973 34.857  0.10
H: 8.978 -29.763 36.870  0.05
H: 5.162 -28.648 35.786  0.04
C: 12.828 -35.006 40.075  0.03
C: 12.283 -34.531 38.723  -0.39
C: 12.611 -35.459 37.476  0.02
O: 10.860 -34.453 38.792  -0.09
H: 12.504 -34.285 40.714  0.04
H: 13.949 -34.775 40.238  0.15
H: 12.487 -35.852 40.284  0.02
H: 12.498 -33.600 38.596  -0.02
H: 12.340 -36.539 37.617  0.12
H: 13.693 -35.190 37.202  0.11
H: 12.166 -35.026 36.717  -0.05
H: 10.321 -35.322 38.830  0.13
C: 9.000 -28.822 32.211  -0.05
C: 8.401 -27.370 31.994  -0.50
C: 7.382 -27.289 30.853  -0.10
O: 7.697 -27.051 33.173  -0.11
H: 9.549 -29.346 31.373  0.08
H: 8.115 -29.501 32.280  0.07
H: 9.625 -28.952 33.169  0.09
H: 9.161 -26.644 31.735  0.12
H: 7.110 -26.221 30.537  0.08
H: 6.318 -27.799 31.018  0.12
H: 7.776 -27.504 29.852  0.06
H: 7.437 -26.038 33.271  0.17

Computed properties:
HOMO = -8.43 eV
LUMO = 0.0078 Eh
Frontier orbital gap = 0.3175 Ha

---

R.
DFT (the ωB97M-V functional and the def2-TZVPD basis) results for a molecular structure, C20H58O16.

Each line ends with the Löwdin charge.
Geometry (Å):
C: -0.943 0.184 -0.351  -0.26
C: -0.237 -0.699 0.570  -0.17
O: -0.671 -0.438 1.957  -0.09
O: -0.440 0.053 -1.666  -0.06
H: -0.509 1.070 -0.209  0.06
H: -1.970 0.481 -0.400  0.13
H: 0.889 -0.344 0.519  0.16
H: -0.372 -1.802 0.291  0.13
H: -0.508 -1.305 2.383  0.05
H: -1.206 0.044 -2.228  0.03
C: 0.694 4.000 -0.166  -0.17
C: -0.560 4.777 0.389  -0.17
O: -1.676 3.896 0.115  -0.10
O: 1.845 4.885 -0.175  -0.05
H: 0.570 3.552 -1.020  0.02
H: 1.012 3.046 0.393  0.15
H: -0.684 5.623 -0.154  0.07
H: -0.664 5.202 1.378  0.12
H: -1.357 3.462 -0.725  0.05
H: 2.400 4.989 0.547  0.04
C: -0.028 3.131 -4.060  -0.28
C: -1.276 3.898 -3.540  -0.19
O: -1.891 2.980 -2.598  -0.14
O: 0.767 4.022 -4.706  -0.07
H: -0.396 2.459 -4.857  0.13
H: 0.428 2.625 -3.106  0.13
H: -2.019 4.290 -4.330  0.15
H: -1.135 4.673 -2.979  0.05
H: -2.381 2.168 -3.013  0.10
H: 1.250 4.654 -4.081  0.14
C: -3.900 1.761 3.331  -0.25
C: -2.602 2.238 2.783  -0.22
O: -1.561 1.638 3.490  0.01
O: -4.970 2.355 2.755  0.01
H: -3.946 2.118 4.281  0.10
H: -3.911 0.779 3.326  0.09
H: -2.387 3.203 2.950  0.09
H: -2.511 1.976 1.828  0.08
H: -1.134 1.091 2.986  -0.06
H: -5.077 3.254 2.852  0.06
C: -1.179 -3.541 3.471  -0.23
C: -0.657 -4.552 4.442  -0.25
O: -1.703 -5.028 5.219  -0.06
O: -0.048 -3.113 2.773  -0.12
H: -1.800 -2.816 3.737  0.09
H: -1.699 -4.110 2.717  0.13
H: -0.083 -4.280 5.330  0.13
H: -0.270 -5.385 3.820  0.14
H: -1.814 -4.448 5.964  0.08
H: 0.303 -3.989 2.392  0.10
C: 1.393 -4.363 -0.268  -0.24
C: 2.196 -5.582 -1.072  -0.15
O: 2.721 -5.045 -2.346  -0.13
O: 0.774 -4.889 0.819  -0.07
H: 0.583 -3.840 -0.789  0.11
H: 2.214 -3.608 0.110  0.16
H: 1.728 -6.364 -1.207  -0.01
H: 3.263 -5.923 -0.330  0.21
H: 1.854 -4.705 -2.803  0.13
H: 0.283 -5.546 0.410  0.07
C: -4.306 0.444 -5.203  -0.17
C: -3.162 -0.063 -4.217  -0.27
O: -3.178 0.330 -2.912  -0.15
O: -4.025 0.107 -6.550  -0.01
H: -4.272 1.524 -5.144  0.12
H: -5.231 0.003 -5.039  0.09
H: -2.190 0.172 -4.582  0.12
H: -3.290 -1.063 -4.058  0.09
H: -3.979 -0.362 -2.363  0.28
H: -4.290 0.635 -7.183  0.00
C: 2.109 -1.495 5.005  -0.05
C: 2.840 -1.174 3.799  -0.51
C: 2.627 0.243 3.269  0.01
O: 4.213 -1.396 3.934  -0.02
H: 2.171 -2.511 5.141  0.05
H: 1.006 -1.296 4.926  0.11
H: 2.545 -0.879 5.838  0.11
H: 2.421 -1.800 3.022  0.12
H: 3.071 0.546 2.563  -0.03
H: 2.986 0.912 4.110  0.13
H: 1.709 0.348 3.298  -0.01
H: 4.779 -1.597 3.210  0.08
C: 2.775 -0.922 -2.183  -0.02
C: 3.552 0.327 -2.720  -0.44
C: 3.229 1.537 -1.970  -0.07
O: 4.984 0.067 -2.521  -0.07
H: 2.929 -0.933 -1.132  0.07
H: 2.994 -1.851 -2.628  0.07
H: 1.816 -0.835 -2.203  -0.02
H: 3.399 0.500 -3.786  0.14
H: 3.645 2.350 -2.491  0.07
H: 3.608 1.569 -0.926  0.11
H: 2.143 1.683 -2.032  0.07
H: 5.377 0.025 -3.410  0.09

Computed properties:
HOMO = -9.13 eV
LUMO = -0.0129 Eh
Frontier orbital gap = 0.3226 Ha

---

Short version: Q is the least stable of them.

---

P.
DFT (the ωB97M-V functional and the def2-TZVPD basis) results for a molecular structure, C32H27N15O2RbSb.

Each line ends with the Löwdin charge.
Geometry (Å):
Rb: 0.663 0.215 -0.886  0.72
C: 3.479 0.978 0.522  -0.09
C: 3.014 1.235 1.910  -0.33
C: 3.990 1.681 2.814  -0.03
C: 3.629 1.942 4.138  -0.07
C: 2.276 1.784 4.497  -0.16
C: 1.396 1.299 3.545  -0.45
N: 1.755 1.035 2.257  0.10
Sb: -0.632 0.977 4.259  1.46
C: -1.818 2.225 2.940  -0.46
C: -2.811 2.965 3.549  -0.16
C: -3.501 3.897 2.784  -0.07
C: -3.148 4.031 1.437  -0.03
C: -2.203 3.171 0.876  -0.32
C: -1.931 3.237 -0.584  -0.03
N: -1.514 2.305 1.635  0.11
C: -0.976 -0.968 3.305  -0.46
C: -0.089 -2.007 3.523  -0.14
C: -0.411 -3.272 3.059  -0.06
C: -1.596 -3.382 2.282  -0.02
C: -2.413 -2.267 2.087  -0.32
C: -3.593 -2.351 1.151  -0.02
N: -2.123 -1.078 2.649  0.08
H: 4.544 1.035 0.413  0.08
H: 3.282 -0.030 0.163  0.01
H: 3.003 1.628 -0.206  0.04
H: 5.041 1.743 2.534  0.11
H: 4.426 2.219 4.817  0.09
H: 1.909 1.989 5.494  0.06
H: -2.978 2.822 4.599  0.06
H: -4.263 4.502 3.234  0.09
H: -3.607 4.802 0.831  0.10
H: -2.272 4.211 -0.992  0.09
H: -0.839 3.231 -0.758  0.07
H: -2.379 2.380 -1.097  0.08
H: 0.860 -1.864 4.048  0.10
H: 0.216 -4.115 3.218  0.09
H: -1.863 -4.323 1.800  0.11
H: -4.350 -1.666 1.499  0.07
H: -3.267 -2.050 0.139  0.08
H: -3.982 -3.368 1.055  0.08
O: -1.687 -4.529 -1.757  0.02
C: -1.173 -3.444 -1.511  -0.44
N: -1.514 -2.196 -1.926  0.11
C: -2.588 -1.942 -2.684  -0.47
O: -3.555 -2.634 -3.055  0.00
C: -2.649 -0.477 -3.160  -0.19
C: -3.689 -0.037 -3.997  -0.03
C: -3.611 1.221 -4.570  -0.09
C: -2.481 1.997 -4.314  -0.07
C: -1.598 1.535 -3.362  -0.17
N: -1.700 0.357 -2.750  0.06
C: 0.116 -3.473 -0.589  -0.20
C: 0.733 -4.702 -0.437  -0.02
C: 1.728 -4.819 0.512  -0.08
C: 2.239 -3.706 1.152  -0.09
C: 1.809 -2.485 0.677  -0.19
N: 0.762 -2.423 -0.123  0.01
H: -4.473 -0.771 -4.251  0.11
H: -4.406 1.620 -5.255  0.11
H: -2.326 2.962 -4.757  0.10
H: -0.818 2.177 -3.077  0.06
H: 0.345 -5.538 -1.013  0.11
H: 2.152 -5.774 0.745  0.09
H: 3.018 -3.844 1.926  0.11
H: 2.282 -1.554 0.973  0.08
N: 3.890 1.245 -3.425  0.10
C: 3.785 -0.120 -3.090  -0.49
N: 4.243 -1.022 -3.983  -0.02
N: 4.097 -2.187 -3.350  -0.16
N: 3.539 -2.034 -2.197  -0.12
N: 3.327 -0.700 -1.986  -0.05
C: 2.942 2.223 -3.240  -0.51
N: 2.857 3.318 -4.031  -0.01
N: 1.796 3.983 -3.527  -0.16
N: 1.307 3.380 -2.522  -0.15
N: 2.009 2.240 -2.290  -0.11
H: 4.370 1.351 -4.299  0.10

Computed properties:
HOMO = -2.12 eV
Net charge = -2
LUMO = 0.1336 Eh
Frontier orbital gap = 0.2117 Ha

---

Q.
DFT (the ωB97M-V functional and the def2-TZVPD basis) results for a molecular structure, C32H27N15O2RbSb.

Each line ends with the Löwdin charge.
Geometry (Å):
Rb: -0.049 2.185 -1.840  0.78
C: -1.131 2.051 2.471  -0.02
C: -1.151 1.029 3.589  -0.31
C: -2.029 1.278 4.667  -0.02
C: -2.107 0.297 5.678  -0.10
C: -1.416 -0.863 5.547  -0.17
C: -0.599 -1.024 4.432  -0.46
N: -0.472 -0.120 3.468  0.09
Sb: 0.100 -3.034 3.953  1.42
C: -1.212 -2.963 2.284  -0.48
C: -2.428 -3.613 2.336  -0.15
C: -3.349 -3.326 1.344  -0.09
C: -3.007 -2.479 0.294  -0.01
C: -1.704 -1.942 0.301  -0.30
C: -1.270 -1.004 -0.825  -0.03
N: -0.800 -2.214 1.249  0.10
C: 1.773 -2.648 2.575  -0.48
C: 2.364 -1.493 2.177  -0.10
C: 3.382 -1.582 1.251  -0.06
C: 3.795 -2.799 0.795  -0.04
C: 3.149 -3.937 1.222  -0.31
C: 3.478 -5.371 0.752  -0.03
N: 2.141 -3.826 2.110  0.03
H: -1.872 2.857 2.758  0.09
H: -0.076 2.320 2.356  0.08
H: -1.492 1.704 1.474  0.08
H: -2.555 2.245 4.752  0.11
H: -2.710 0.430 6.539  0.08
H: -1.503 -1.631 6.347  0.09
H: -2.627 -4.320 3.100  0.07
H: -4.344 -3.748 1.437  0.10
H: -3.725 -2.208 -0.534  0.13
H: -0.772 -0.189 -0.355  0.03
H: -0.595 -1.536 -1.539  0.10
H: -2.187 -0.685 -1.316  0.05
H: 1.922 -0.509 2.473  0.11
H: 3.909 -0.697 0.973  0.10
H: 4.532 -2.851 0.021  0.11
H: 3.803 -5.314 -0.273  0.06
H: 4.274 -5.812 1.350  0.07
H: 2.517 -5.872 0.841  0.07
O: 3.929 -0.644 -2.402  0.05
C: 3.131 0.261 -2.366  -0.47
N: 1.861 0.226 -2.919  0.07
C: 1.716 -0.451 -4.071  -0.53
O: 2.522 -0.865 -4.872  0.04
C: 0.272 -0.618 -4.361  -0.23
C: -0.035 -1.722 -5.141  0.00
C: -1.385 -1.945 -5.447  -0.08
C: -2.294 -1.066 -4.914  -0.07
C: -1.868 -0.068 -4.050  -0.19
N: -0.634 0.175 -3.835  0.04
C: 3.529 1.546 -1.661  -0.20
C: 4.896 1.807 -1.554  -0.02
C: 5.339 2.910 -0.837  -0.06
C: 4.372 3.749 -0.214  -0.07
C: 3.068 3.399 -0.387  -0.17
N: 2.642 2.362 -1.096  0.01
H: 0.849 -2.198 -5.460  0.09
H: -1.647 -2.832 -6.072  0.11
H: -3.389 -1.217 -5.049  0.11
H: -2.599 0.494 -3.479  0.07
H: 5.547 1.088 -2.028  0.11
H: 6.349 3.294 -0.809  0.09
H: 4.644 4.712 0.239  0.10
H: 2.234 4.005 0.019  0.10
N: -3.568 4.472 -0.693  0.10
C: -2.368 4.793 -0.141  -0.54
N: -2.222 5.894 0.587  -0.03
N: -0.896 6.025 0.786  -0.16
N: -0.257 5.096 0.162  -0.14
N: -1.175 4.226 -0.422  -0.14
C: -4.002 3.223 -1.126  -0.53
N: -5.312 2.943 -1.168  -0.04
N: -5.409 1.708 -1.671  -0.15
N: -4.194 1.274 -1.938  -0.14
N: -3.255 2.244 -1.603  -0.01
H: -4.345 4.917 -0.240  0.11

Computed properties:
HOMO = -2.20 eV
Net charge = -2
LUMO = 0.1440 Eh
Frontier orbital gap = 0.2250 Ha

---

Short version: Q is the least stable of them.